# C3H8NO2

A gas-phase ion, C3H8NO2 (charge +1) in a non-equilibrium geometry (ωB97M-V/def2-TZVPD, OMol25).

The geometry in XYZ format:
```
14
Properties=species:S:1:pos:R:3:forces:R:3
C -1.5585 -0.8823 0.3913 -0.76 0.62 -0.65
N -0.2549 -0.2383 0.8861 1.41 -2.56 -2.27
C 0.8298 0.1650 -0.2389 -1.30 4.44 -0.22
O 1.5118 -0.9033 -0.5652 0.31 -0.75 -0.19
C 0.6119 1.4232 -1.0579 -0.03 -0.47 -1.51
O 1.4952 1.4158 0.0389 -0.79 -1.69 1.30
H -2.4188 -0.1658 0.5674 1.22 -0.82 -0.36
H -1.4918 -1.1933 -0.6743 0.22 0.74 0.64
H -1.7606 -1.8145 0.9059 0.20 0.12 0.54
H 0.3265 -0.9812 1.3192 -0.78 0.40 0.22
H -0.4465 0.4379 1.5706 -0.12 1.61 1.01
H 2.3099 -0.9301 -0.0254 0.53 -0.24 -0.03
H 1.1418 1.6244 -2.0119 -0.20 -0.99 0.47
H -0.2958 2.0425 -1.1057 0.08 -0.41 1.05
```
Positions in Å, forces in eV/Å.

## Properties
* net charge: +1
* highest occupied orbital energy: -15.69 eV
* energy relative to the best compared isomer or geometry (same formula, charge and spin): 3.165 eV
* frontier orbital gap: 12.15 eV
* SMILES: C[NH2+][C@@]1(O)CO1

Results of the natural (NBO) charge analysis, in e, for atoms 1 through 5:
1 C -0.44
2 N -0.55
3 C 0.61
4 O -0.65
5 C -0.11